Record 1
Below is C3H4FNO in the gas phase at a distorted geometry, with properties calculated with ωB97M-V with the def2-TZVPD basis set.

The geometry in XYZ format:
```
10
Properties=species:S:1:pos:R:3:forces:R:3
C -1.348017 -0.498354 -0.147883 1.2 0.1 1.5
C -0.396720 0.580453 -0.636239 2.0 -3.8 1.5
C 0.814424 -0.434336 0.143015 -5.3 1.4 -3.1
N -0.338932 -1.267862 0.435152 1.5 0.3 -0.2
O -2.514047 -0.689949 -0.233216 -0.9 -0.1 -0.1
F 1.728097 -0.995011 -0.650993 0.7 -0.2 0.1
H -0.508792 0.520319 -1.664675 0.7 0.6 -2.2
H -0.305117 1.505056 -0.187793 -0.6 2.0 0.7
H 1.130190 0.128914 0.957101 1.6 0.5 1.4
H -0.260799 -1.881925 1.212118 -0.9 -0.8 0.4
```
Positions in Å, forces in eV/Å.

Output
**HOMO level**: -10.2 eV
**Net charge**: 0
**Gap between HOMO and LUMO**: 11.0 eV
**E_tot**: -9429.60120 eV
**SMILES**: O=C1C[C@H](F)N1

Charge distribution, Löwdin scheme, values in e: number 1, C, carries -0.50; number 2, C, carries 0.07; number 3, C, carries -0.26; number 4, N, carries 0.12; number 5, O, carries 0.11; number 6, F, carries 0.05; number 7, H, carries 0.08; number 8, H, carries 0.07; number 9, H, carries 0.12; number 10, H, carries 0.13

Record 2
Below is a molecular structure, C27H28N6O13PtS4 at a distorted geometry, with properties calculated with ωB97M-V with the def2-TZVPD basis set.

The geometry in XYZ format:
```
79
Properties=species:S:1:pos:R:3:forces:R:3
Pt 0.757879 0.577655 0.887421 0.4 -0.2 0.5
C 5.323748 -1.593219 5.949340 0.0 0.0 0.0
C 3.998800 -0.988226 5.565924 0.0 0.0 0.0
C 3.205299 -1.574108 4.584397 0.0 0.0 0.0
C 1.988790 -1.017065 4.228046 0.0 0.0 0.0
C 1.571870 0.150843 4.849960 -0.1 -0.1 0.1
C 2.343213 0.754219 5.830247 0.0 0.0 0.0
C 3.551568 0.174963 6.187896 0.0 0.0 0.0
S 0.069740 0.894760 4.279212 0.1 -0.2 0.0
O -0.908335 -0.141448 4.166647 0.0 0.0 0.0
O -0.193752 2.047922 5.104273 0.1 0.0 0.1
N 0.489139 1.362283 2.799859 -0.2 0.2 -0.2
C 1.036888 2.566723 2.475682 -0.2 -0.1 0.1
C 1.348116 3.726024 3.186903 0.0 0.1 0.1
C 1.944757 4.757889 2.489549 0.0 -0.1 0.0
C 2.228954 4.646930 1.128159 0.0 -0.1 -0.1
C 1.889722 3.472663 0.483898 -0.1 0.1 0.2
N 1.305682 2.490741 1.156505 -0.2 -0.2 -0.7
H 5.583555 -2.414608 5.282949 0.0 0.0 0.0
H 5.297921 -1.980411 6.971007 0.0 0.0 0.0
H 6.122103 -0.850516 5.898958 0.0 0.0 0.0
H 3.546436 -2.461525 4.064685 0.0 0.0 0.0
H 1.378819 -1.464430 3.452243 0.0 0.0 0.1
H 1.992042 1.664774 6.297641 0.0 0.0 0.0
H 4.163890 0.640994 6.953032 0.0 0.0 0.0
H 1.103652 3.791412 4.234938 0.0 0.0 0.0
H 2.194019 5.672034 3.014377 0.0 0.0 0.0
H 2.695266 5.451399 0.578781 0.0 0.0 0.0
H 2.072427 3.294951 -0.567034 0.0 0.0 0.0
O 2.033447 -2.052802 -0.785574 0.2 -0.1 0.1
S 2.177178 -2.015570 0.813156 1.0 0.7 0.4
O 2.584154 -3.318187 1.259324 -0.8 -0.3 -0.3
O 3.151295 -0.981613 1.112809 0.0 -0.2 -0.1
O 0.806095 -1.605880 1.254719 -0.1 0.2 -0.1
C -2.414610 -4.399827 -6.860883 0.0 0.0 0.0
C -1.470379 -3.927819 -5.765875 0.0 0.0 0.0
S -1.332391 -2.147949 -5.815821 0.0 0.0 0.0
O -2.594363 -1.595470 -5.379144 0.0 0.0 0.0
O -0.835995 -1.779486 -7.121251 0.0 0.0 0.0
C -0.100772 -1.830047 -4.588063 0.0 0.0 0.0
C 0.179446 -0.334065 -4.442357 -0.1 -0.1 0.0
N 0.944081 -0.126890 -3.229736 0.1 0.2 -0.1
C 0.467856 0.425353 -2.100194 0.1 0.0 0.0
N 1.219094 0.182592 -1.051044 0.0 -0.2 -0.1
C 2.284902 -0.763698 -1.422131 -0.2 0.2 -0.2
C 2.127987 -0.839660 -2.886401 -0.1 -0.3 0.1
N 3.062825 -1.190809 -3.761471 0.1 0.4 0.0
O 2.847496 -1.021515 -5.007168 0.0 -0.1 0.0
O 4.146603 -1.671679 -3.346080 0.0 -0.1 0.0
C -0.751206 1.271861 -2.076682 0.0 0.0 0.0
H -2.506016 -5.485677 -6.832448 0.0 0.0 0.0
H -2.039122 -4.105567 -7.839849 0.0 0.0 0.0
H -3.404428 -3.965275 -6.725333 0.0 0.0 0.0
H -0.461878 -4.322544 -5.889730 0.0 0.0 0.0
H -1.834936 -4.180226 -4.770277 0.0 0.0 0.0
H 0.817964 -2.333684 -4.894779 0.0 0.0 0.0
H -0.475355 -2.251118 -3.653087 0.0 0.0 0.0
H -0.747962 0.231638 -4.370397 0.0 0.0 0.0
H 0.756759 -0.003143 -5.300252 0.0 0.0 0.0
H 3.262555 -0.427193 -1.089482 0.0 -0.1 0.0
H -0.693839 2.047188 -2.841730 0.0 0.0 0.0
H -0.870156 1.728008 -1.096501 0.0 0.0 0.0
H -1.641213 0.668074 -2.265903 0.0 0.0 0.0
O -3.626749 3.841690 -0.764108 0.0 0.0 0.0
S -3.598504 3.130437 0.497414 0.0 0.0 0.0
O -3.801175 3.941444 1.675608 0.0 0.0 0.0
N -2.323367 2.169872 0.614068 0.0 0.0 0.0
C -2.654044 0.863649 0.587619 0.0 0.0 0.0
O -1.879934 -0.091301 0.577910 -0.2 0.0 -0.1
C -4.151775 0.645619 0.516969 0.0 0.0 0.0
C -4.833521 -0.557255 0.491826 0.0 0.0 0.0
C -6.219639 -0.521357 0.401485 0.0 0.0 0.0
C -6.899873 0.693538 0.334383 0.0 0.0 0.0
C -6.207902 1.899199 0.358419 0.0 0.0 0.0
C -4.831904 1.841451 0.453344 0.0 0.0 0.0
H -4.280262 -1.486069 0.543347 0.0 0.0 0.0
H -6.782611 -1.446846 0.380470 0.0 0.0 0.0
H -7.981029 0.696427 0.260838 0.0 0.0 0.0
H -6.725035 2.848558 0.304549 0.0 0.0 0.0
```
Positions in Å, forces in eV/Å.

Output
**HOMO level**: -2.6 eV
**Net charge**: -2
**Gap between HOMO and LUMO**: 6.4 eV
**E_tot**: -110599.31532 eV

Charge distribution, Löwdin scheme, values in e: number 1, Pt, carries 1.21; number 2, C, carries -0.06; number 3, C, carries -0.28; number 4, C, carries -0.02; number 5, C, carries -0.04; number 6, C, carries -0.27; number 7, C, carries -0.06; number 8, C, carries -0.06; number 9, S, carries 0.60; number 10, O, carries -0.27; number 11, O, carries -0.31; number 12, N, carries -0.22; number 13, C, carries -0.37; number 14, C, carries 0.00; number 15, C, carries -0.08; number 16, C, carries -0.08; number 17, C, carries -0.10; number 18, N, carries -0.07; number 19, H, carries 0.07; number 20, H, carries 0.07; number 21, H, carries 0.07; number 22, H, carries 0.12; number 23, H, carries 0.09; number 24, H, carries 0.10; number 25, H, carries 0.10; number 26, H, carries 0.10; number 27, H, carries 0.10; number 28, H, carries 0.09; number 29, H, carries 0.12; number 30, O, carries -0.18; number 31, S, carries 0.40; number 32, O, carries -0.29; number 33, O, carries -0.35; number 34, O, carries -0.43; number 35, C, carries -0.13; number 36, C, carries -0.31; number 37, S, carries 0.63; number 38, O, carries -0.32; number 39, O, carries -0.32; number 40, C, carries -0.22; number 41, C, carries -0.15; number 42, N, carries 0.03; number 43, C, carries -0.31; number 44, N, carries -0.03; number 45, C, carries -0.27; number 46, C, carries -0.15; number 47, N, carries -0.40; number 48, O, carries -0.09; number 49, O, carries -0.05; number 50, C, carries 0.01; number 51, H, carries 0.07; number 52, H, carries 0.07; number 53, H, carries 0.07; number 54, H, carries 0.10; number 55, H, carries 0.10; number 56, H, carries 0.11; number 57, H, carries 0.13; number 58, H, carries 0.11; number 59, H, carries 0.12; number 60, H, carries 0.14; number 61, H, carries 0.10; number 62, H, carries 0.04; number 63, H, carries 0.10; number 64, O, carries -0.35; number 65, S, carries 0.59; number 66, O, carries -0.34; number 67, N, carries -0.07; number 68, C, carries -0.55; number 69, O, carries -0.02; number 70, C, carries -0.13; number 71, C, carries -0.01; number 72, C, carries -0.09; number 73, C, carries -0.10; number 74, C, carries -0.05; number 75, C, carries -0.21; number 76, H, carries 0.12; number 77, H, carries 0.09; number 78, H, carries 0.09; number 79, H, carries 0.11

Record 3
Below is C5H6O in the gas phase at a distorted geometry, with properties calculated with ωB97M-V with the def2-TZVPD basis set.

The geometry in XYZ format:
```
12
Properties=species:S:1:pos:R:3:forces:R:3
C -1.411634 -0.041476 -1.385051 0.1 0.6 -0.3
C -0.233484 0.435821 -0.942052 -1.0 -0.4 -0.5
C 0.366019 -0.021268 0.309403 0.2 -0.5 0.5
C 0.249438 -1.257203 0.801775 -0.2 0.0 -0.8
C 1.178093 0.964826 1.089322 0.2 -0.2 0.9
H -1.949513 -0.829833 -0.850160 0.2 0.4 0.0
H -1.933270 0.367176 -2.274445 0.7 -0.4 0.5
H 0.316959 1.198084 -1.488887 -0.3 0.1 0.0
H 0.707563 -1.449297 1.743680 0.2 -0.4 0.6
H -0.252281 -2.060439 0.246320 0.2 0.4 0.4
H 1.355971 1.904249 0.531527 0.2 0.1 0.2
O 1.606138 0.789360 2.218569 -0.5 0.2 -1.4
```
Positions in Å, forces in eV/Å.

Output
**HOMO level**: -9.4 eV
**Net charge**: 0
**Gap between HOMO and LUMO**: 9.2 eV
**E_tot**: -7327.95039 eV
**SMILES**: C=CC(=C)C=O

Charge distribution, Löwdin scheme, values in e: number 1, C, carries 0.02; number 2, C, carries -0.16; number 3, C, carries -0.29; number 4, C, carries 0.11; number 5, C, carries -0.22; number 6, H, carries 0.06; number 7, H, carries 0.07; number 8, H, carries 0.10; number 9, H, carries 0.07; number 10, H, carries 0.08; number 11, H, carries 0.12; number 12, O, carries 0.04

Record 4
Below is 3 unconnected molecules or ions with the total composition C10H15F3O9 at a distorted geometry, with properties calculated with ωB97M-V with the def2-TZVPD basis set.

The geometry in XYZ format:
```
37
Properties=species:S:1:pos:R:3:forces:R:3
O -4.644986 3.862825 -3.133117 2.8 -3.0 2.6
C -3.726441 3.073726 -2.889561 -2.5 2.0 -3.0
O -3.029382 2.596115 -4.037692 1.1 0.9 3.7
C -1.640194 2.528937 -3.552146 0.0 -0.5 -1.0
C -1.796979 2.371894 -1.970767 1.7 -0.3 0.6
C -1.110087 0.982390 -1.586865 0.0 -0.9 0.7
F -1.852912 -0.118845 -2.064401 2.0 2.3 1.1
F -0.899981 0.814344 -0.187689 -0.7 0.3 -3.3
F 0.203553 0.988352 -2.151333 -3.3 0.1 1.0
O -3.193988 2.586092 -1.663012 0.3 0.4 -2.8
H -1.254030 1.615783 -4.136026 0.0 1.5 1.4
H -1.032826 3.476344 -3.786956 -1.1 -1.4 0.1
H -1.224534 3.114383 -1.305083 -0.6 -0.9 -1.4
C 5.302969 -3.693927 -2.360321 0.4 -0.1 0.0
O 3.916481 -3.409554 -2.536904 -0.2 0.3 0.2
C 3.443717 -2.450619 -1.724141 -0.1 -0.1 -0.1
O 4.080005 -1.845013 -0.897853 -0.2 -0.2 -0.3
O 2.139066 -2.284162 -1.992713 0.4 -0.2 0.0
C 1.500642 -1.286758 -1.196478 -0.1 0.1 0.3
H 5.573817 -4.480049 -3.065650 -0.3 0.1 0.0
H 5.908197 -2.811109 -2.577219 -0.1 0.0 0.2
H 5.496469 -4.055645 -1.348253 0.0 0.2 -0.1
H 1.954670 -0.309814 -1.366839 0.1 -0.2 0.1
H 1.542994 -1.553466 -0.138012 0.1 0.1 -0.1
H 0.455743 -1.238869 -1.497424 0.3 -0.3 -0.1
C -2.148578 -1.161889 6.189721 -0.1 -0.4 0.2
O -1.853233 0.133774 5.671254 0.2 0.1 -0.4
C -1.342453 0.125959 4.429602 0.0 0.1 0.1
O -1.127694 -0.852087 3.757814 -0.1 0.3 0.2
O -1.112619 1.398157 4.066667 -0.1 -0.3 0.2
C -0.564609 1.541914 2.757729 0.1 0.1 -0.4
H -2.553892 -1.033965 7.193785 0.1 0.3 -0.2
H -2.900098 -1.661136 5.574401 0.2 0.0 0.0
H -1.241392 -1.766044 6.257337 -0.1 0.0 -0.2
H -1.252578 1.150322 2.007528 0.1 -0.1 0.2
H 0.405609 1.044952 2.689547 -0.2 -0.1 0.0
H -0.420449 2.606690 2.571069 -0.1 -0.1 0.3
```
Positions in Å, forces in eV/Å.

Output
**HOMO level**: -11.0 eV
**Net charge**: 0
**Gap between HOMO and LUMO**: 11.3 eV
**E_tot**: -37191.75595 eV
**SMILES**: O=C1OC[C@H](C(F)(F)F)O1.COC(=O)OC.COC(=O)OC

Charge distribution, Löwdin scheme, values in e: number 1, O, carries 0.14; number 2, C, carries -0.40; number 3, O, carries 0.01; number 4, C, carries -0.06; number 5, C, carries -0.14; number 6, C, carries -0.35; number 7, F, carries 0.10; number 8, F, carries 0.07; number 9, F, carries 0.06; number 10, O, carries 0.08; number 11, H, carries 0.16; number 12, H, carries 0.16; number 13, H, carries 0.19; number 14, C, carries -0.05; number 15, O, carries 0.00; number 16, C, carries -0.60; number 17, O, carries 0.12; number 18, O, carries 0.01; number 19, C, carries -0.05; number 20, H, carries 0.09; number 21, H, carries 0.10; number 22, H, carries 0.10; number 23, H, carries 0.09; number 24, H, carries 0.11; number 25, H, carries 0.07; number 26, C, carries -0.05; number 27, O, carries 0.00; number 28, C, carries -0.60; number 29, O, carries 0.12; number 30, O, carries 0.00; number 31, C, carries -0.05; number 32, H, carries 0.09; number 33, H, carries 0.10; number 34, H, carries 0.10; number 35, H, carries 0.08; number 36, H, carries 0.10; number 37, H, carries 0.10